# 1
{
  "formula": "C32H39Cl6F7O27",
  "method": "ωB97M-V/def2-TZVPD",
  "e_above_lowest_kcal_mol": 185.15,
  "multiplicity": 1,
  "mol_weight_g_mol": 1201.34,
  "smiles": "O=C1OC[C@@H](F)O1.O=C1OC[C@@H](F)O1.O=C1OC[C@@H](F)O1.O=C1OC[C@@H](F)O1.O=C1OC[C@@H](F)O1.O=C1OC[C@@H](F)O1.O=C1OC[C@@H](F)O1.C[C@H]1COC(=O)O1.C[C@H]1COC(=O)O1.ClCCl.ClCCl.ClCCl",
  "gap_ev": 10.830,
  "symbols": ["O", "C", "O", "C", "C", "F", "O", "H", "H", "H", "O", "C", "O", "C", "C", "F", "O", "H", "H", "H", "O", "C", "O", "C", "C", "F", "O", "H", "H", "H", "O", "C", "O", "C", "C", "F", "O", "H", "H", "H", "O", "C", "O", "C", "C", "F", "O", "H", "H", "H", "O", "C", "O", "C", "C", "F", "O", "H", "H", "H", "O", "C", "O", "C", "C", "F", "O", "H", "H", "H", "C", "C", "C", "O", "C", "O", "O", "H", "H", "H", "H", "H", "H", "C", "C", "C", "O", "C", "O", "O", "H", "H", "H", "H", "H", "H", "Cl", "C", "Cl", "H", "H", "Cl", "C", "Cl", "H", "H", "Cl", "C", "Cl", "H", "H"],
  "positions_angstrom": [[0.570, -9.036, -1.919], [1.548, -9.755, -1.531], [2.581, -9.298, -0.759], [3.621, -10.258, -0.738], [3.253, -11.296, -1.778], [3.265, -12.586, -1.343], [1.858, -10.976, -2.073], [4.563, -9.830, -1.081], [3.759, -10.633, 0.276], [3.823, -11.316, -2.707], [-8.634, -2.396, 1.826], [-9.501, -2.434, 1.051], [-10.283, -3.556, 0.786], [-11.270, -3.233, -0.203], [-11.049, -1.743, -0.521], [-12.091, -1.193, 0.104], [-9.927, -1.485, 0.288], [-11.100, -3.862, -1.078], [-12.131, -3.555, 0.383], [-11.002, -1.423, -1.562], [5.323, -1.920, 6.465], [6.390, -1.840, 7.141], [7.508, -1.136, 6.900], [8.578, -1.456, 7.771], [7.991, -2.558, 8.613], [8.043, -2.213, 9.934], [6.701, -2.690, 8.199], [9.512, -1.832, 7.354], [8.865, -0.604, 8.388], [8.590, -3.456, 8.459], [-2.009, 11.011, -4.446], [-2.205, 10.723, -3.215], [-1.300, 10.218, -2.469], [-1.842, 9.610, -1.388], [-3.063, 10.436, -1.144], [-2.808, 11.410, -0.421], [-3.257, 10.906, -2.487], [-2.126, 8.586, -1.631], [-1.092, 9.579, -0.598], [-3.952, 9.962, -0.728], [5.535, -3.902, -7.220], [6.559, -4.439, -6.756], [7.885, -4.188, -6.901], [8.595, -5.378, -6.710], [7.493, -6.284, -6.149], [7.995, -6.848, -5.017], [6.420, -5.387, -5.860], [9.030, -5.607, -7.683], [9.396, -4.977, -6.089], [7.281, -7.025, -6.920], [-5.369, 3.013, -4.687], [-4.382, 3.448, -5.192], [-3.954, 4.737, -5.111], [-2.877, 4.933, -6.016], [-2.893, 3.663, -6.829], [-1.591, 3.261, -6.972], [-3.580, 2.756, -5.949], [-3.000, 5.816, -6.642], [-1.887, 5.068, -5.580], [-3.510, 3.597, -7.725], [-4.344, -1.171, 9.396], [-4.614, -0.132, 8.794], [-5.700, 0.709, 9.144], [-6.213, 1.409, 8.096], [-5.052, 1.325, 7.096], [-4.265, 2.440, 7.168], [-4.266, 0.322, 7.646], [-7.089, 0.806, 7.856], [-6.504, 2.341, 8.581], [-5.287, 1.149, 6.046], [1.444, -1.000, -1.572], [-0.021, -0.846, -1.364], [-0.616, -1.483, -0.153], [-1.553, -0.600, 0.428], [-1.241, 0.606, -0.184], [-1.633, 1.651, 0.158], [-0.339, 0.481, -1.021], [1.908, -0.812, -0.604], [1.718, -0.264, -2.329], [1.693, -1.975, -1.993], [-0.663, -1.244, -2.150], [0.205, -1.805, 0.488], [-1.029, -2.444, -0.461], [4.469, 5.022, 3.347], [4.821, 5.607, 1.995], [6.169, 6.428, 1.822], [6.693, 5.785, 0.630], [5.955, 4.733, 0.207], [6.368, 3.959, -0.691], [4.961, 4.539, 1.073], [3.544, 4.444, 3.319], [4.310, 5.761, 4.132], [5.206, 4.356, 3.794], [4.002, 6.230, 1.637], [6.799, 6.282, 2.699], [6.020, 7.472, 1.547], [-9.215, 5.074, 3.422], [-8.782, 4.828, 1.683], [-8.855, 6.353, 0.973], [-7.855, 4.311, 1.434], [-9.471, 4.111, 1.238], [-6.349, -5.610, -3.622], [-6.815, -4.661, -5.061], [-6.713, -5.529, -6.578], [-7.819, -4.237, -5.045], [-6.040, -3.912, -5.220], [7.942, -3.526, -0.024], [8.523, -1.872, -0.079], [10.078, -1.750, 0.941], [8.844, -1.635, -1.093], [7.822, -1.152, 0.343]],
  "mulliken_charge": [-0.547, 0.667, -0.304, -0.333, 0.350, -0.273, -0.302, 0.236, 0.290, 0.218, -0.475, 0.682, -0.370, -0.364, 0.374, -0.283, -0.344, 0.223, 0.242, 0.315, -0.534, 0.666, -0.312, -0.307, 0.354, -0.295, -0.309, 0.267, 0.249, 0.223, -0.621, 0.740, -0.310, -0.450, 0.330, -0.253, -0.326, 0.293, 0.271, 0.326, -0.549, 0.673, -0.330, -0.353, 0.388, -0.278, -0.265, 0.205, 0.223, 0.285, -0.526, 0.663, -0.302, -0.394, 0.287, -0.270, -0.310, 0.253, 0.289, 0.310, -0.522, 0.702, -0.374, -0.290, 0.332, -0.284, -0.317, 0.246, 0.243, 0.264, -1.295, 0.364, -0.465, -0.317, 0.621, -0.539, -0.332, 0.357, 0.321, 0.365, 0.315, 0.259, 0.346, -1.455, 0.485, -0.327, -0.340, 0.691, -0.586, -0.319, 0.353, 0.387, 0.359, 0.209, 0.268, 0.273, -0.168, -0.204, -0.134, 0.277, 0.230, -0.140, -0.212, -0.149, 0.265, 0.236, -0.123, -0.216, -0.180, 0.250, 0.269]
}

# 2
{
  "formula": "CH3NOS",
  "method": "ωB97M-V/def2-TZVPD",
  "e_above_lowest_kcal_mol": 104.52,
  "multiplicity": 1,
  "mol_weight_g_mol": 77.11,
  "gap_ev": 8.858,
  "symbols": ["C", "H", "H", "H", "N", "O", "S"],
  "positions_angstrom": [[0.680, 0.461, -0.149], [-0.335, -1.554, 0.241], [-1.396, 0.854, 0.593], [0.935, 1.624, -0.180], [-0.574, 0.173, -0.226], [-1.180, -0.981, -0.170], [1.870, -0.579, -0.109]],
  "nbo_charge": [-0.178, 0.457, 0.358, 0.222, -0.225, -0.515, -0.119]
}

# 3
{
  "formula": "C24H16F4N2O15S",
  "method": "ωB97M-V/def2-TZVPD",
  "multiplicity": 1,
  "mol_weight_g_mol": 680.45,
  "gap_ev": 8.402,
  "symbols": ["N", "C", "O", "C", "C", "C", "C", "C", "C", "C", "O", "C", "N", "C", "S", "C", "C", "O", "H", "H", "H", "H", "C", "C", "O", "C", "O", "O", "F", "H", "H", "H", "C", "C", "O", "C", "O", "O", "F", "H", "H", "H", "C", "C", "O", "C", "O", "O", "F", "H", "H", "H", "C", "C", "O", "C", "O", "O", "F", "H", "H", "H"],
  "positions_angstrom": [[1.100, 1.600, -1.026], [0.016, 1.216, -1.065], [-1.201, 0.768, -1.101], [-1.538, -0.019, 0.035], [-1.710, 0.608, 1.248], [-2.029, -0.163, 2.362], [-2.187, -1.536, 2.246], [-2.015, -2.140, 1.009], [-1.687, -1.384, -0.119], [-1.510, -2.088, -1.424], [-1.797, -1.610, -2.492], [-0.991, -3.488, -1.285], [-0.222, -3.973, -2.368], [0.983, -4.086, -2.234], [2.514, -4.239, -2.063], [-1.313, -4.221, -0.216], [-2.155, -3.618, 0.846], [-2.912, -4.267, 1.530], [-1.599, 1.681, 1.333], [-2.143, 0.314, 3.326], [-2.432, -2.145, 3.105], [-0.985, -5.246, -0.103], [0.640, 4.989, -0.984], [1.248, 6.368, -1.127], [0.268, 7.193, -0.526], [-0.426, 6.448, 0.382], [-1.154, 6.881, 1.204], [-0.152, 5.131, 0.198], [1.416, 6.732, -2.419], [-0.012, 4.768, -1.831], [1.364, 4.189, -0.866], [2.194, 6.504, -0.601], [1.287, 2.798, 2.157], [1.853, 3.848, 3.092], [1.210, 3.544, 4.315], [0.879, 2.223, 4.308], [0.524, 1.605, 5.252], [1.018, 1.719, 3.058], [1.539, 5.111, 2.718], [0.352, 3.142, 1.712], [1.969, 2.485, 1.373], [2.933, 3.790, 3.236], [6.169, -6.835, -1.071], [5.915, -7.625, 0.196], [5.377, -6.642, 1.060], [4.790, -5.679, 0.300], [4.051, -4.851, 0.708], [5.163, -5.819, -0.997], [7.052, -8.123, 0.732], [7.156, -6.373, -1.042], [6.056, -7.412, -1.983], [5.194, -8.438, 0.091], [-4.124, 1.592, -3.025], [-4.963, 0.883, -1.983], [-5.849, 1.896, -1.560], [-5.991, 2.793, -2.581], [-6.826, 3.626, -2.638], [-5.039, 2.572, -3.520], [-4.220, 0.462, -0.928], [-3.273, 2.089, -2.555], [-3.780, 0.948, -3.828], [-5.537, 0.036, -2.362]],
  "nbo_charge": [-0.441, 0.567, -0.474, 0.386, -0.243, -0.158, -0.155, -0.088, -0.191, 0.530, -0.475, 0.116, -0.484, 0.226, 0.149, -0.276, 0.524, -0.485, 0.236, 0.239, 0.245, 0.248, -0.136, 0.447, -0.493, 0.972, -0.542, -0.504, -0.323, 0.202, 0.223, 0.153, -0.140, 0.448, -0.491, 0.969, -0.553, -0.492, -0.325, 0.206, 0.224, 0.153, -0.129, 0.446, -0.491, 0.971, -0.552, -0.491, -0.321, 0.205, 0.212, 0.155, -0.129, 0.448, -0.496, 0.968, -0.543, -0.486, -0.335, 0.199, 0.218, 0.156]
}

# 4
{
  "formula": "C44H49N2O7PSiTb",
  "method": "ωB97M-V/def2-TZVPD",
  "multiplicity": 7,
  "s2": 12.089,
  "mol_weight_g_mol": 935.87,
  "total_charge": -1,
  "gap_ev": [7.213, 7.163],
  "symbols": ["Tb", "C", "O", "C", "C", "C", "C", "C", "C", "N", "N", "C", "O", "C", "C", "C", "C", "C", "C", "C", "O", "H", "H", "H", "H", "H", "H", "H", "H", "H", "H", "H", "H", "C", "C", "C", "C", "C", "C", "Si", "C", "C", "C", "C", "C", "C", "H", "H", "H", "H", "H", "H", "H", "H", "H", "H", "H", "O", "C", "O", "C", "C", "C", "C", "O", "C", "O", "C", "C", "H", "H", "H", "H", "H", "C", "C", "C", "P", "C", "C", "C", "C", "C", "C", "H", "H", "H", "H", "H", "H", "H", "H", "H", "H", "H", "H", "H", "H", "H", "H", "H", "H", "H", "H", "H"],
  "positions_angstrom": [[-17.475, 1.867, 11.496], [-16.245, -2.006, 8.860], [-15.839, -2.422, 10.170], [-16.862, -2.486, 11.105], [-17.028, -3.615, 11.859], [-18.114, -3.794, 12.727], [-18.986, -2.722, 12.930], [-18.797, -1.496, 12.289], [-19.620, -0.413, 12.790], [-19.417, 0.833, 12.668], [-20.231, 1.640, 13.347], [-19.695, 2.801, 13.453], [-18.616, 3.185, 12.856], [-20.372, 3.787, 14.396], [-19.921, 5.071, 14.467], [-20.583, 6.026, 15.247], [-21.675, 5.628, 15.992], [-22.073, 4.318, 15.985], [-21.465, 3.395, 15.184], [-17.769, -1.347, 11.387], [-17.496, -0.178, 10.817], [-15.372, -1.913, 8.214], [-16.646, -1.005, 8.803], [-16.964, -2.738, 8.371], [-16.386, -4.488, 11.624], [-18.354, -4.684, 13.264], [-19.843, -2.811, 13.586], [-20.391, -0.743, 13.460], [-19.029, 5.376, 13.936], [-20.196, 7.023, 15.364], [-22.147, 6.361, 16.623], [-22.993, 4.054, 16.491], [-21.831, 2.411, 15.092], [-16.307, 6.481, 6.565], [-17.592, 6.084, 6.155], [-18.242, 5.076, 6.883], [-17.671, 4.477, 8.018], [-16.398, 4.865, 8.344], [-15.718, 5.893, 7.683], [-18.511, 3.025, 8.906], [-18.598, 1.499, 7.637], [-19.470, 0.376, 7.759], [-19.350, -0.775, 6.935], [-18.396, -0.731, 5.921], [-17.543, 0.352, 5.771], [-17.686, 1.473, 6.576], [-15.822, 7.266, 5.987], [-18.010, 6.372, 5.215], [-19.161, 4.702, 6.444], [-15.919, 4.370, 9.153], [-14.766, 6.213, 7.987], [-19.945, 3.429, 8.842], [-20.199, 0.329, 8.566], [-20.048, -1.572, 7.092], [-18.127, -1.681, 5.425], [-16.690, 0.300, 5.063], [-16.956, 2.285, 6.489], [-13.552, 3.694, 11.231], [-14.285, 2.812, 10.765], [-15.385, 2.394, 11.312], [-13.943, 2.129, 9.426], [-14.650, 1.060, 8.875], [-14.350, 0.656, 7.583], [-13.456, 1.406, 6.887], [-13.121, 1.300, 5.575], [-12.467, 2.468, 5.247], [-12.056, 3.082, 6.464], [-12.817, 2.497, 7.450], [-13.009, 2.888, 8.714], [-15.420, 0.519, 9.401], [-14.972, -0.119, 7.132], [-13.084, 3.182, 4.728], [-11.557, 2.215, 4.703], [-12.474, 3.734, 9.162], [-14.509, 3.199, 16.044], [-15.028, 3.106, 14.578], [-15.870, 4.303, 14.237], [-15.724, 1.444, 14.182], [-14.189, 0.489, 13.843], [-13.286, 0.069, 15.019], [-14.399, -0.762, 12.907], [-16.438, 0.755, 15.696], [-16.631, -0.760, 15.624], [-17.765, 1.444, 15.982], [-13.858, 4.070, 16.256], [-13.940, 2.291, 16.237], [-15.488, 3.218, 16.577], [-14.157, 3.165, 13.927], [-16.637, 4.483, 14.965], [-16.381, 4.259, 13.227], [-15.256, 5.244, 14.177], [-13.599, 1.217, 13.246], [-13.869, -0.509, 15.775], [-12.879, 0.938, 15.523], [-12.410, -0.478, 14.592], [-15.193, -1.397, 13.336], [-13.505, -1.301, 12.675], [-14.807, -0.439, 11.950], [-15.724, 0.948, 16.527], [-17.327, -1.038, 14.835], [-17.111, -1.108, 16.535], [-15.709, -1.327, 15.526], [-18.457, 1.107, 15.172], [-17.752, 2.540, 16.028], [-18.076, 1.126, 16.988]],
  "mulliken_charge": [-1.416, -0.099, -0.433, -0.177, -0.388, -0.912, -0.673, 0.378, -0.980, 1.003, -1.332, 0.774, -0.550, 0.435, -0.023, -0.918, -0.288, -0.743, -0.499, 1.051, 0.182, 0.390, -0.466, 0.212, 0.349, 0.437, 0.380, 0.277, 0.446, 0.396, 0.373, 0.343, 0.517, -0.355, -0.779, -0.113, -0.444, 0.218, -0.918, 1.052, 0.471, -0.466, -0.602, -0.434, -0.397, -0.362, 0.343, 0.383, 0.316, 0.465, 0.514, -0.488, 0.284, 0.445, 0.285, 0.319, 0.256, -0.786, 0.160, 0.953, -0.114, 0.441, -1.428, 0.964, -0.505, -0.315, -0.544, 1.166, -1.587, 0.714, 0.228, 0.306, 0.230, 0.469, -1.509, 0.094, -1.284, 1.449, 0.620, -1.648, -0.802, 0.554, -1.580, -1.536, 0.335, 0.312, 0.312, 0.418, 0.525, -0.078, 0.417, 0.085, 0.183, 0.439, 0.455, 0.052, 0.618, -0.410, 0.768, 0.131, 0.524, 0.287, 0.004, 0.276, 0.607]
}